DFT (ωB97M-V with the def2-TZVPD basis set) results for a molecular structure, C42H47BaN5O2P3.

DFT total energy: -84422.168 eV
Total charge: +1
Maximum force: 0.2 eV/A
Multiplicity: 1
Relative energy (zero: lowest compared OMol25 entry of this formula, charge and spin): 47.04 kJ/mol
Frontier orbital gap: 6.2 eV
E_HOMO: -8.668 eV
Molar mass: 884.12 u

Last column: Mulliken charge in e.
Element x y z (Å)
1 Ba -0.445 -0.640 -0.290  0.63
2 C -5.023 -0.504 1.390  -0.93
3 C -5.577 0.737 1.135  -0.80
4 C -4.762 1.761 0.680  -0.58
5 C -3.407 1.516 0.478  0.25
6 N -2.879 0.315 0.731  1.28
7 C -3.661 -0.663 1.184  -0.84
8 C -2.479 2.572 -0.040  -0.13
9 C -2.953 3.851 -0.325  -0.70
10 C -2.079 4.802 -0.813  -1.49
11 C -0.748 4.466 -0.971  -0.91
12 C -0.339 3.181 -0.632  -0.11
13 N -1.193 2.244 -0.211  2.04
14 C 1.111 2.819 -0.720  0.24
15 C 2.098 3.800 -0.672  -1.09
16 C 3.429 3.423 -0.739  -1.07
17 C 3.743 2.080 -0.860  -0.70
18 C 2.699 1.172 -0.899  -0.97
19 N 1.417 1.524 -0.823  2.08
20 H -5.619 -1.332 1.749  0.51
21 H -6.633 0.917 1.290  0.45
22 H -5.197 2.730 0.488  0.48
23 H -3.167 -1.605 1.388  0.47
24 H -3.990 4.107 -0.180  0.46
25 H -2.430 5.794 -1.063  0.47
26 H -0.043 5.185 -1.359  0.56
27 H 1.838 4.842 -0.553  0.47
28 H 4.210 4.170 -0.688  0.45
29 H 4.768 1.739 -0.903  0.54
30 H 2.899 0.110 -0.982  0.39
31 C -4.129 1.194 -2.928  -1.47
32 P -2.714 0.023 -2.924  1.33
33 C -3.601 -1.510 -3.397  -1.53
34 C -1.968 0.486 -4.549  -1.44
35 C -0.739 -0.338 -4.929  -1.11
36 P 0.659 -0.149 -3.737  0.70
37 C 2.015 -0.895 -4.719  -1.36
38 C 1.038 1.630 -3.993  -1.26
39 H -4.670 1.149 -3.876  0.51
40 H -3.776 2.214 -2.770  0.31
41 H -4.817 0.943 -2.119  0.33
42 H -4.204 -1.354 -4.294  0.51
43 H -4.253 -1.800 -2.570  0.39
44 H -2.897 -2.326 -3.556  0.31
45 H -1.708 1.547 -4.494  0.47
46 H -2.741 0.394 -5.318  0.59
47 H -0.399 -0.050 -5.929  0.51
48 H -0.992 -1.402 -4.975  0.42
49 H 2.087 -0.445 -5.711  0.40
50 H 1.844 -1.967 -4.827  0.39
51 H 2.965 -0.759 -4.202  0.36
52 H 1.047 1.881 -5.056  0.62
53 H 2.017 1.856 -3.570  0.39
54 H 0.304 2.257 -3.483  0.09
55 O -1.038 -2.077 1.995  -0.32
56 C 0.122 -2.471 1.757  0.13
57 C 0.965 -2.790 2.952  -0.37
58 C 0.704 -3.862 3.800  -0.67
59 C 1.559 -4.136 4.855  -0.77
60 C 2.665 -3.325 5.087  -0.77
61 C 2.912 -2.235 4.266  -1.10
62 C 2.073 -1.965 3.188  0.46
63 P 2.290 -0.560 2.042  1.28
64 C 1.190 0.748 2.710  0.15
65 C 1.442 2.075 2.343  -0.23
66 C 0.564 3.089 2.684  -0.99
67 C -0.602 2.796 3.382  -0.63
68 C -0.868 1.485 3.742  -0.86
69 C 0.021 0.466 3.414  -0.16
70 C 3.957 0.064 2.450  0.26
71 C 5.010 -0.382 1.654  -0.48
72 C 6.314 0.018 1.911  -0.74
73 C 6.575 0.884 2.962  -0.49
74 C 5.533 1.338 3.761  -0.80
75 C 4.232 0.927 3.510  -0.03
76 H -0.171 -4.477 3.626  0.48
77 H 1.362 -4.978 5.506  0.40
78 H 3.332 -3.537 5.911  0.44
79 H 3.766 -1.600 4.463  0.39
80 H 2.347 2.318 1.799  0.57
81 H 0.791 4.112 2.406  0.46
82 H -1.292 3.586 3.649  0.42
83 H -1.769 1.243 4.293  0.45
84 H -0.210 -0.550 3.708  0.39
85 H 4.807 -1.059 0.831  0.41
86 H 7.123 -0.345 1.291  0.42
87 H 7.590 1.204 3.163  0.42
88 H 5.736 2.008 4.587  0.43
89 H 3.427 1.279 4.142  0.48
90 C -2.198 -6.389 -1.608  -1.07
91 N -2.411 -4.957 -1.577  -0.13
92 C -1.576 -4.054 -1.013  -0.11
93 N -0.417 -4.510 -0.481  -0.22
94 O -1.858 -2.843 -1.023  0.12
95 H -3.001 -6.848 -2.179  0.35
96 H -2.208 -6.824 -0.606  0.31
97 H -1.256 -6.641 -2.100  0.32
98 H -3.248 -4.566 -1.972  0.29
99 H -0.288 -5.493 -0.312  0.25
100 H 0.047 -3.858 0.161  -0.06


DFT (ωB97M-V with the def2-TZVPD basis set) results for a molecular structure, C10H13BrF8GaO.

DFT total energy: -156787.708 eV
Total charge: -1
Maximum force: 0.9 eV/A
Multiplicity: 1
Relative energy (zero: lowest compared OMol25 entry of this formula, charge and spin): 0.00 kJ/mol
Frontier orbital gap: 6.9 eV
E_HOMO: -4.803 eV
Molar mass: 450.82 u

Last column: natural (NBO) charge in e.
Element x y z (Å)
1 C -1.679 3.776 4.032  -0.41
2 C -1.242 2.748 4.496  -0.39
3 Ga -0.989 0.862 5.196  1.05
4 Br 1.197 0.781 6.257  -0.59
5 C -1.069 -0.390 3.592  -0.88
6 C 0.290 -0.861 3.080  -0.40
7 C 0.166 -1.910 1.946  -0.61
8 H -2.110 4.610 3.552  0.20
9 H -2.112 0.509 6.278  -0.33
10 H -1.648 -1.263 3.885  0.19
11 H -1.616 0.136 2.814  0.20
12 H 0.821 -1.290 3.921  0.20
13 H 0.859 -0.012 2.715  0.19
14 H -0.867 -1.950 1.625  0.20
15 H 0.766 -1.661 1.077  0.19
16 H 0.456 -2.885 2.323  0.19
17 C 1.854 -0.167 -3.482  -0.13
18 C 1.491 -1.121 -2.332  0.60
19 C 0.431 -2.198 -2.587  0.52
20 F -0.763 -1.667 -2.916  -0.32
21 F 0.271 -2.920 -1.459  -0.31
22 F 1.189 -0.413 -1.230  -0.30
23 F 2.634 -1.824 -2.072  -0.33
24 O 1.267 1.125 -3.504  -0.51
25 C 0.075 1.393 -4.125  0.85
26 C -1.005 1.849 -3.137  0.50
27 F -1.200 0.936 -2.176  -0.31
28 F -2.164 2.015 -3.819  -0.33
29 F -0.343 0.371 -4.896  -0.32
30 F 0.294 2.442 -4.953  -0.33
31 H 2.911 0.045 -3.324  0.23
32 H 1.781 -0.659 -4.451  0.20
33 H 0.754 -2.868 -3.390  0.13
34 H -0.715 2.798 -2.681  0.15


DFT (ωB97M-V with the def2-TZVPD basis set) results for a molecular structure, C42H42ClN2O2Sb2V at a distorted geometry.

DFT total energy: -102594.415 eV
<S²>: 1.143
Total charge: -1
Maximum force: 1.5 eV/A
Multiplicity: 2
Frontier orbital gap (alpha / beta): 6.1 / 4.9 eV
E_HOMO (alpha / beta): -3.694 / -2.479 eV
Molar mass: 936.73 u

Last column: Löwdin spin population.
Element x y z (Å)
1 V 2.465 -1.546 0.373  1.05
2 C -1.222 -1.736 1.674  -0.01
3 C -2.423 -0.873 2.101  0.00
4 C -2.376 0.582 1.626  0.00
5 Sb -2.620 0.697 -0.524  0.00
6 C -1.977 2.765 -0.632  0.00
7 C -2.228 3.690 0.374  0.00
8 C -1.698 4.971 0.302  0.00
9 C -0.898 5.336 -0.769  0.00
10 C -0.633 4.416 -1.773  0.00
11 C -1.174 3.141 -1.703  0.00
12 C -4.761 1.056 -0.463  0.00
13 C -5.558 0.950 0.672  0.00
14 C -6.938 1.086 0.590  0.00
15 C -7.545 1.309 -0.636  0.00
16 C -6.765 1.393 -1.782  0.00
17 C -5.387 1.265 -1.690  0.00
18 Sb -1.203 -3.433 0.249  0.00
19 C -3.087 -3.083 -0.859  0.00
20 C -4.246 -2.483 -0.374  0.00
21 C -5.387 -2.358 -1.159  0.00
22 C -5.401 -2.866 -2.447  0.00
23 C -4.278 -3.526 -2.929  0.00
24 C -3.144 -3.637 -2.140  0.00
25 C 0.012 -2.583 -1.387  -0.01
26 C -0.557 -1.864 -2.433  0.00
27 C 0.204 -1.407 -3.505  -0.01
28 C 1.566 -1.640 -3.542  0.00
29 C 2.158 -2.384 -2.535  0.00
30 C 1.402 -2.871 -1.466  0.00
31 H -0.852 -2.247 2.558  0.00
32 H -0.412 -1.115 1.293  0.00
33 H -2.463 -0.880 3.196  0.00
34 H -3.366 -1.304 1.765  0.00
35 H -1.417 1.044 1.874  0.00
36 H -3.158 1.168 2.111  0.00
37 H -2.844 3.416 1.224  0.00
38 H -1.901 5.685 1.092  0.00
39 H -0.478 6.332 -0.822  0.00
40 H 0.005 4.691 -2.603  0.00
41 H -0.952 2.423 -2.486  0.00
42 H -5.113 0.750 1.640  0.00
43 H -7.543 1.013 1.486  0.00
44 H -8.621 1.413 -0.701  0.00
45 H -7.234 1.549 -2.746  0.00
46 H -4.784 1.325 -2.591  0.00
47 H -4.287 -2.120 0.643  0.00
48 H -6.262 -1.858 -0.760  0.00
49 H -6.284 -2.762 -3.066  0.00
50 H -4.286 -3.948 -3.927  0.00
51 H -2.274 -4.158 -2.528  0.00
52 H -1.621 -1.687 -2.453  0.00
53 H -0.282 -0.884 -4.321  0.00
54 H 2.156 -1.284 -4.377  0.00
55 H 3.210 -2.633 -2.604  0.00
56 H 1.841 -3.635 -0.834  0.00
57 N 2.579 -1.210 2.554  0.00
58 N 2.423 -2.443 3.229  0.00
59 C 1.632 -3.441 2.588  0.00
60 O 1.031 -4.224 3.320  0.00
61 O 1.642 -3.406 1.313  0.00
62 H 3.505 -0.837 2.750  0.00
63 H 1.884 -0.532 2.855  0.00
64 H 2.210 -2.378 4.213  0.00
65 Cl 5.182 -0.399 -1.441  0.01
66 C 5.700 -0.370 0.217  -0.01
67 C 6.467 0.679 0.678  0.00
68 C 6.829 0.727 2.019  -0.02
69 C 6.417 -0.285 2.873  0.00
70 C 5.670 -1.350 2.396  -0.01
71 C 5.264 -1.431 1.047  0.00
72 C 4.399 -2.479 0.547  0.01
73 H 6.782 1.459 -0.002  0.00
74 H 7.415 1.558 2.391  0.00
75 H 6.691 -0.252 3.921  0.00
76 H 5.374 -2.153 3.063  0.00
77 H 4.337 -3.327 1.232  0.00
78 H 4.668 -2.817 -0.457  0.01
79 C 2.047 0.412 -0.296  0.00
80 C 2.782 1.629 0.053  0.00
81 C 2.794 2.144 1.361  0.00
82 C 3.499 3.287 1.692  0.00
83 C 4.223 3.977 0.729  0.00
84 C 4.229 3.490 -0.572  0.00
85 C 3.516 2.352 -0.903  0.00
86 H 1.913 0.332 -1.383  0.01
87 H 1.046 0.448 0.172  0.00
88 H 2.225 1.637 2.136  0.00
89 H 3.483 3.652 2.713  0.00
90 H 4.765 4.878 0.987  0.00
91 H 4.786 4.011 -1.344  0.00
92 H 3.514 2.005 -1.929  0.00


DFT (ωB97M-V with the def2-TZVPD basis set) results for 2 unconnected molecules or ions with the total composition C4H7N2 at a distorted geometry.

DFT total energy: -7232.816 eV
Total charge: +1
Maximum force: 6.0 eV/A
Multiplicity: 1
Relative energy (zero: lowest compared OMol25 entry of this formula, charge and spin): 281.93 kJ/mol
Frontier orbital gap: 13.4 eV
E_HOMO: -16.761 eV
Molar mass: 83.11 u

Last column: natural (NBO) charge in e.
Element x y z (Å)
1 C 0.885 -1.373 -2.399  0.17
2 C 0.132 0.893 0.770  0.68
3 C 0.945 1.983 0.335  -0.75
4 C -1.360 -1.137 1.097  -0.44
5 N 0.442 -0.752 -1.553  -0.42
6 N -0.499 -0.066 0.995  -0.19
7 H 0.941 -2.007 -3.222  0.25
8 H 1.808 2.210 0.917  0.30
9 H 0.271 2.881 0.135  0.31
10 H 1.283 1.538 -0.610  0.31
11 H -1.148 -1.965 0.522  0.26
12 H -2.282 -0.748 0.904  0.25
13 H -1.417 -1.459 2.110  0.26